[1]
Entry from the Open Molecules 2025 dataset: a molecular structure, C20H37N6NaO3S (ωB97M-V with the def2-TZVPD basis set).

Element x y z (Å)
S (3.2208, 0.4867, -0.1574)
Na (0.4218, 0.1719, -0.6693)
O (0.1758, 2.3667, -0.7097)
O (-1.4823, 3.6664, -1.5203)
O (0.1801, -0.1842, -3.0027)
N (2.2938, 2.7643, 1.0392)
N (-1.5903, 1.1970, 0.9167)
N (-1.8254, 2.4851, 0.3786)
N (3.2753, 4.3917, -0.0510)
N (3.6723, 3.1628, -0.5022)
N (1.3604, 2.1635, 1.8783)
C (-0.8207, -1.6086, 2.5199)
C (-0.8900, -1.1241, 3.9493)
C (0.4737, -2.4637, 0.6541)
C (-0.6490, -3.1088, -1.5247)
C (-2.1076, 0.4534, -2.7486)
C (1.8036, -2.9686, 0.1410)
C (-1.9955, -1.7694, 1.7742)
C (0.4142, -1.9287, 1.9492)
C (1.6281, 5.1045, 1.6555)
C (-0.6978, -2.5998, -0.1006)
C (-3.2126, -2.5230, -0.2984)
C (3.0669, 2.1454, 0.1123)
C (-1.9362, -2.2791, 0.4733)
C (2.4180, 4.1216, 0.8827)
C (1.4272, 0.0109, -3.6625)
C (-3.3292, -1.3619, 2.3606)
C (2.2857, -1.2179, -3.4764)
C (-0.9873, 2.8747, -0.7218)
C (1.6967, -1.7334, 2.7216)
C (-0.7806, 0.8126, -3.3709)
H (-0.1038, -1.5702, 4.5547)
H (-1.4066, -2.6296, -2.1414)
H (-0.8136, -4.1893, -1.5735)
H (-2.5053, -0.4777, -3.1550)
H (1.9714, 6.1069, 1.4157)
H (0.5552, 1.9542, 1.2780)
H (2.4777, -2.1596, -0.1502)
H (-3.5336, -1.6404, -0.8615)
H (2.5088, -1.4324, 2.0606)
H (1.9204, 0.9001, -3.2513)
H (-4.0282, -2.7987, 0.3669)
H (1.5970, -0.9622, 3.4833)
H (-3.8088, -2.1901, 2.8904)
H (-0.4471, 1.7932, -3.0189)
H (-3.0947, -3.3340, -1.0131)
H (2.4678, -1.4073, -2.4176)
H (2.3145, -3.5301, 0.9241)
H (-0.8552, 0.8508, -4.4631)
H (-4.0222, -1.0302, 1.5892)
H (-1.8361, -1.3884, 4.4151)
H (1.7282, 4.9196, 2.7242)
H (-3.2241, -0.5422, 3.0687)
H (1.7719, 1.2848, 2.1826)
H (-0.7768, -0.0371, 4.0236)
H (-1.6706, 1.2362, 1.9264)
H (2.0064, -2.6527, 3.2278)
H (3.2546, -1.0730, -3.9543)
H (4.3311, 3.0856, -1.2557)
H (-2.2787, 0.5254, 0.5899)
H (0.5736, 5.0113, 1.3917)
H (1.8068, -2.0935, -3.9166)
H (-2.0099, 0.3391, -1.6652)
H (1.2444, 0.1913, -4.7277)
H (-2.8211, 1.2589, -2.9206)
H (0.3046, -2.8925, -1.9978)
H (1.6867, -3.6344, -0.7091)
H (-2.7945, 2.7001, 0.1895)

Results
HOMO energy (hartree): -0.3062
2S+1: 1
Energy above the lowest of the compared OMol25 structures with the same formula, charge and spin (eV): 0.000
LUMO level (Ha): 0.008
Total charge: 0

Results of the natural (NBO) charge analysis, in e, for atoms 1 through 4: -0.42, 0.88, -0.89, -0.72


[2]
Entry from the Open Molecules 2025 dataset: a molecular structure, C20H37N7OPReSbSe4 (ωB97M-V with the def2-TZVPD basis set).

Element x y z (Å)
Re (-1.1483, 0.1464, -2.0940)
Sb (-4.4902, 0.0023, -3.5077)
Se (-2.6095, -1.6357, -2.7869)
Se (-4.5067, 0.1494, -5.9064)
Se (-2.6868, 1.7803, -2.8144)
Se (-6.4397, -0.0465, -2.1643)
P (-0.3792, 0.2617, 1.1370)
O (0.9552, -1.1213, -2.0725)
N (0.1322, -1.1441, 1.8004)
N (-1.5136, 0.8143, 2.1866)
N (1.9565, -1.5821, -4.0818)
N (-1.2840, 0.3004, -5.6620)
N (0.9821, 1.2069, 1.0819)
N (-1.0862, 0.2095, -0.2877)
N (0.0038, -0.2800, -3.8533)
C (-1.5540, 0.5442, 3.6174)
C (-0.1828, -0.2313, -5.1785)
C (0.9943, -1.0031, -3.2982)
C (-3.4920, 2.1676, 2.7706)
C (3.5368, 2.0627, 0.7510)
C (0.8176, -0.8347, -6.0282)
C (1.1654, 2.1638, -0.0299)
C (-0.9076, -2.1855, 1.9645)
C (3.0111, -2.3488, -3.4185)
C (-2.6533, 2.8198, 3.8683)
C (1.4945, -1.6429, 1.4974)
C (3.1444, 1.6767, 2.1825)
C (1.5845, -3.1307, 1.7942)
C (-1.5906, 1.8384, 4.4190)
C (1.8439, -1.4690, -5.4375)
C (0.6016, -3.9268, 0.9304)
C (-2.6096, 1.6599, 1.6397)
C (-0.7823, -3.2427, 0.8811)
C (1.6193, 1.6228, 2.3350)
C (2.4617, 2.9555, 0.1529)
H (1.3448, 0.9206, 3.1238)
H (1.3867, -3.3054, 2.8542)
H (-1.7897, 1.5917, 5.4645)
H (-3.1898, 1.1017, 0.9052)
H (0.3113, 2.8374, -0.1406)
H (-2.1634, 3.7030, 3.4495)
H (3.6275, 1.1626, 0.1354)
H (1.2247, 2.5989, 2.6411)
H (-1.8869, -1.7064, 1.9064)
H (-2.1810, 2.5199, 1.1153)
H (-2.0612, 0.5363, -5.0422)
H (-1.5826, -3.9755, 0.9969)
H (-4.2031, 2.8793, 2.3489)
H (3.5380, 2.4092, 2.8917)
H (-0.8260, -2.6195, 2.9629)
H (-1.5248, 0.1791, -6.6323)
H (0.7175, -0.8086, -7.1014)
H (2.6185, -1.9621, -6.0088)
H (-0.6863, -0.0575, 3.8855)
H (1.0032, -4.0135, -0.0825)
H (1.7462, -1.4646, 0.4453)
H (-0.6011, 2.2994, 4.3878)
H (4.5092, 2.5561, 0.7413)
H (2.2917, 3.8145, 0.8082)
H (1.2454, 1.5892, -0.9606)
H (-3.2962, 3.1778, 4.6727)
H (3.6071, -1.6936, -2.7881)
H (-0.9413, -2.7555, -0.0820)
H (3.6344, -2.7985, -4.1862)
H (0.5180, -4.9437, 1.3182)
H (2.6105, -3.4591, 1.6154)
H (-4.0858, 1.3478, 3.1825)
H (2.2214, -1.0994, 2.1061)
H (3.5861, 0.7147, 2.4464)
H (2.5590, -3.1205, -2.8005)
H (2.7609, 3.3563, -0.8161)
H (-2.4317, -0.0695, 3.8483)

Results
HOMO energy (alpha / beta) (hartree): -0.2426 / -0.2433
2S+1: 2
Energy above the lowest of the compared OMol25 structures with the same formula, charge and spin (eV): 0.896
LUMO level (alpha / beta) (Ha): -0.010 / -0.026
Total charge: 0

Results of the Mulliken charge analysis, in e, for atoms 1 through 4: -0.10, 0.71, -0.32, -0.65


[3]
Entry from the Open Molecules 2025 dataset: 5 unconnected molecules or ions with the total composition C20H37NO8S4 in a non-equilibrium geometry (ωB97M-V with the def2-TZVPD basis set).

Element x y z (Å)
S (-1.6735, -6.4980, -1.1968)
S (-1.5328, 1.5831, -6.6665)
S (3.3399, 3.5032, -0.0991)
S (0.8681, -0.8766, 1.4906)
O (2.0962, -0.1148, 1.8748)
O (2.3483, 2.5745, -0.6715)
O (-0.2039, -6.4029, -1.1695)
O (-1.4185, 0.6824, -7.7962)
O (0.1595, -1.7950, 2.4638)
O (-1.8270, 2.9929, -6.9019)
O (-2.3519, -7.0563, -2.3830)
O (4.6006, 3.7566, -0.8443)
N (-0.3037, 3.7495, 6.0110)
C (-2.4661, -5.9646, 1.4082)
C (0.0374, 1.3400, -5.7105)
C (-0.2101, 1.9103, 4.8847)
C (0.0256, -1.3430, -0.9210)
C (-0.3784, 0.3768, 0.8385)
C (-2.2913, -4.8248, -0.7644)
C (-2.6016, 0.8493, -5.4205)
C (2.9002, 3.6083, 2.6453)
C (2.4076, 4.9215, 0.5704)
C (-1.0093, 3.0064, 5.0913)
C (-1.6295, -0.1173, -4.7265)
C (3.6868, 2.8341, 1.5197)
C (-1.8094, -4.6993, 0.7542)
C (-0.3654, 0.5525, -4.4196)
C (0.9291, 1.9679, 5.7357)
C (-0.3801, 0.0982, -0.6709)
C (2.6311, 4.9601, 2.1143)
C (-2.2198, -7.2282, 0.4788)
C (0.7813, 3.1400, 6.5228)
C (1.1636, -1.8498, -0.0238)
H (-1.8037, -4.2172, -1.5267)
H (0.8330, 0.7857, -6.2082)
H (-3.4243, 0.4448, -6.0102)
H (-2.9216, 1.6126, -4.7113)
H (-1.9578, -6.1331, 2.3576)
H (-1.3479, 0.0195, 1.1855)
H (4.6882, 3.2632, 1.5553)
H (-1.8724, 3.2510, 4.4899)
H (-0.7211, 4.6575, 6.1572)
H (1.5638, 1.1086, 5.8942)
H (-0.7827, -4.4833, 1.0496)
H (2.0922, -1.4276, -0.4080)
H (-0.8310, -1.9830, -0.7096)
H (-1.4142, -0.8951, -5.4592)
H (1.7343, 5.2980, 2.6336)
H (-2.0401, -0.5669, -3.8224)
H (-2.1556, -3.8820, 1.3868)
H (0.3543, 0.7578, -1.1330)
H (0.4119, 2.2965, -5.3457)
H (2.7481, 5.7435, -0.0593)
H (-0.4103, 1.1680, -3.5212)
H (-0.0518, 1.3574, 1.1847)
H (2.0078, 3.0109, 2.8321)
H (-0.2622, 1.2250, 4.0516)
H (-1.4220, -7.9248, 0.7366)
H (-3.5457, -5.8704, 1.5257)
H (1.3003, -2.9166, 0.1535)
H (3.4775, 5.5596, 2.4493)
H (3.3064, 3.5681, 3.6560)
H (1.3578, 3.3901, 7.4012)
H (1.3934, 4.6851, 0.2485)
H (-3.3586, -5.0181, -0.8727)
H (0.3029, -1.4797, -1.9662)
H (3.6845, 1.7449, 1.4780)
H (-3.1703, -7.7614, 0.4980)
H (-1.3573, 0.2095, -1.1408)
H (0.2909, -0.2349, -4.0492)

Results
HOMO energy (hartree): -0.3180
2S+1: 1
LUMO level (Ha): 0.005
SMILES string: O=S1(=O)CCCC1.O=S1(=O)CCCC1.O=S1(=O)CCCC1.O=S1(=O)CCCC1.c1cc[nH]c1
Total charge: 0

Results of the natural (NBO) charge analysis, in e, for atoms 1 through 4: 2.07, 2.13, 2.10, 2.03


[4]
Entry from the Open Molecules 2025 dataset: 9 unconnected molecules or ions with the total composition C20H38BCl12F4O4S in a non-equilibrium geometry (ωB97M-V with the def2-TZVPD basis set).

Element x y z (Å)
Cl (-3.0678, -0.8218, 3.4028)
Cl (1.4368, 1.7037, 6.3200)
Cl (-2.1819, 2.3756, 3.4801)
Cl (3.5531, 0.7324, 3.9442)
Cl (5.5384, -1.0132, 1.7516)
Cl (1.5747, 4.5792, 0.8539)
Cl (0.0966, 0.2606, -4.9350)
Cl (3.7258, 2.7617, -0.6646)
Cl (0.3688, -5.4784, 3.7756)
Cl (-2.5474, -4.6018, 2.3831)
Cl (5.7587, -2.3779, -1.3273)
Cl (2.5149, -1.9767, -4.1986)
S (-3.1901, 2.7139, -2.0638)
F (0.9536, -2.3618, 0.5006)
F (-0.3932, -0.5960, -0.2157)
F (1.1689, -0.2475, 1.4365)
F (1.8502, -0.6264, -0.7416)
O (-3.9311, 3.0498, -3.2528)
O (-1.7502, -2.1775, -3.5662)
O (-3.7277, 1.8080, -1.0639)
O (-3.3175, -0.8822, -4.4651)
C (1.6372, 2.8140, 1.0538)
C (0.9663, 0.6667, 4.9271)
C (-1.2139, -3.4783, 2.7085)
C (2.5520, -0.2264, -3.8365)
C (-2.3444, 0.0598, 2.0127)
C (4.1860, -1.7919, 0.8650)
C (-1.2270, 4.1491, -0.9810)
C (4.3356, -1.5719, -0.6211)
C (-0.6115, 3.4012, -2.1690)
C (1.1955, 0.3257, -3.5104)
C (-2.7107, 4.2502, -1.2226)
C (-2.9523, -1.5318, -3.5316)
C (2.1258, -0.1911, 4.4929)
C (-3.6202, -1.8738, -2.2182)
C (-2.7823, 1.4885, 2.0516)
C (-1.6093, -3.0559, -2.4304)
C (-1.4669, 2.1682, -2.5004)
C (0.1301, -4.1631, 2.6368)
C (3.0068, 2.2024, 0.9176)
C (-3.0493, -3.2617, -1.9407)
B (0.8902, -0.9791, 0.2477)
H (0.5023, 1.3374, 4.2086)
H (0.1600, 0.0053, 5.2519)
H (-0.6771, 5.0558, -0.7555)
H (4.4341, -0.4978, -0.7695)
H (-3.4985, -4.0288, -2.5700)
H (1.8243, -0.8642, 3.6939)
H (0.7300, -0.2311, -2.7053)
H (-1.2164, -3.9892, -2.8302)
H (-0.4941, 4.0282, -3.0532)
H (0.8907, -3.3879, 2.7657)
H (2.4803, -0.7491, 5.3547)
H (-2.7547, -0.4186, 1.1286)
H (-1.1269, -2.7448, 1.9065)
H (-1.2699, 1.3685, -1.7916)
H (-1.0816, 3.5082, -0.1074)
H (-3.0562, -3.4959, -0.8762)
H (-4.6965, -1.7997, -2.1202)
H (3.6665, 2.4994, 1.7286)
H (-3.8671, 1.5351, 2.0730)
H (1.2311, 2.6107, 2.0448)
H (-2.9171, 5.0115, -1.9826)
H (1.2587, 1.3695, -3.2117)
H (0.9697, 2.3332, 0.3377)
H (-2.4676, 2.0100, 1.1576)
H (3.2599, -1.3486, 1.2169)
H (-1.6024, 1.9681, -3.5546)
H (3.0386, 1.1226, 0.8576)
H (3.4711, -1.9242, -1.1748)
H (-1.2743, -0.1033, 2.0725)
H (0.3808, 3.0417, -1.8882)
H (0.3480, -4.4345, 1.6045)
H (-1.3490, -2.9520, 3.6430)
H (-3.2145, -1.1545, -1.5003)
H (3.1424, -0.1615, -2.9244)
H (3.0305, 0.3081, -4.6490)
H (4.2596, -2.8416, 1.1311)
H (-1.0016, -2.6534, -1.6263)
H (-3.3845, 4.4425, -0.3917)

Results
HOMO energy (hartree): -0.2946
2S+1: 1
Energy above the lowest of the compared OMol25 structures with the same formula, charge and spin (eV): 0.000
LUMO level (Ha): 0.078
Total charge: -1

Results of the Mulliken charge analysis, in e, for atoms 1 through 4: -0.23, -0.22, -0.20, -0.16


[5]
Entry from the Open Molecules 2025 dataset: 4 unconnected molecules or ions with the total composition C20H38BrFINO11PS3 in a non-equilibrium geometry (ωB97M-V with the def2-TZVPD basis set).

Element x y z (Å)
I (2.8808, -2.7396, 0.4377)
Br (-1.6950, -1.8541, 1.9079)
S (3.1783, -1.0548, -3.9113)
S (0.6811, 3.9567, -2.1189)
S (-4.2683, 0.9142, -4.4146)
P (-3.3714, 0.1372, 3.6095)
F (3.4129, -3.2439, 6.8599)
O (3.3553, -2.0049, -5.1658)
O (4.3339, -1.1767, -3.0740)
O (-3.8636, 2.2638, -4.6690)
O (1.6151, -0.5341, 1.8358)
O (1.5224, 4.9699, -1.5678)
O (-3.0430, 0.6918, 2.1112)
O (1.1497, 3.1598, -3.2127)
O (0.2347, 2.9635, -0.9516)
O (-2.9646, 0.0042, -4.3655)
O (-5.0795, 0.6288, -3.2717)
O (1.8817, -1.2639, -3.3362)
N (-0.9428, -1.2173, 3.5054)
C (-1.8940, 0.4790, -3.5238)
C (3.2020, 0.4783, -4.7685)
C (1.0751, -2.5605, 2.9257)
C (2.2046, -1.7246, 5.5450)
C (0.8420, -1.3013, 5.0793)
C (0.0694, -0.4924, 5.8990)
C (-1.9493, 0.7639, 6.5682)
C (-1.6903, -0.3572, 4.2661)
C (-3.7469, 1.7523, 4.3778)
C (1.7208, -1.6980, 1.8723)
C (-2.1599, 0.2236, -2.0546)
C (2.2538, 2.5222, 0.4009)
C (2.2599, -3.1343, 6.1048)
C (0.2962, -1.6992, 3.8592)
C (1.2077, 1.9747, -0.5449)
C (3.7174, -3.3842, -4.9230)
C (-0.8973, 4.6364, -2.4890)
C (-1.1911, -0.0333, 5.5400)
C (-4.9970, 0.2123, -5.8497)
C (2.5380, -4.2252, -4.4796)
H (-2.3974, -0.8287, -1.8914)
H (2.4956, -1.0665, 6.3546)
H (4.1045, -3.7349, -5.8764)
H (-2.8969, 2.3324, 4.7064)
H (-5.1380, -0.8518, -5.6834)
H (1.4200, -3.3275, 6.7651)
H (1.6569, 1.5273, -1.4329)
H (-3.0143, 0.6058, 6.5311)
H (2.4092, 0.4735, -5.5114)
H (-2.3007, 1.3087, 2.0667)
H (2.1911, -3.9351, -3.4882)
H (-1.7061, 1.8167, 6.4939)
H (-1.5501, 3.8532, -2.8639)
H (2.8285, -5.2753, -4.4504)
H (1.8806, -3.0584, 3.4466)
H (-0.7386, 5.3940, -3.2527)
H (4.5341, -3.4168, -4.2012)
H (2.8590, 1.6982, 0.7775)
H (-5.9564, 0.7053, -5.9885)
H (1.7041, -4.1094, -5.1708)
H (-4.3455, 0.3969, -6.6987)
H (2.9444, -1.5813, 4.7646)
H (-1.7327, 1.5377, -3.7217)
H (0.4932, -3.3479, 2.4659)
H (2.3254, -3.8964, 5.3357)
H (-4.3264, 2.2827, 3.6337)
H (-3.0020, 0.8147, -1.6948)
H (-1.2798, 0.4850, -1.4715)
H (-4.3891, 1.5704, 5.2302)
H (1.7804, 3.0282, 1.2431)
H (-1.3013, 5.0883, -1.5875)
H (0.6263, 1.2002, -0.0474)
H (-1.0094, -0.0545, -3.8567)
H (0.4606, -0.2106, 6.8629)
H (4.1760, 0.6026, -5.2325)
H (-1.6222, 0.4403, 7.5481)
H (2.9119, 3.2398, -0.0857)
H (3.0259, 1.2603, -4.0318)

Results
HOMO energy (hartree): -0.4578
2S+1: 1
LUMO level (Ha): -0.163
Total charge: +1

Results of the Mulliken charge analysis, in e, for atoms 1 through 4: 0.14, 0.12, 1.23, 1.16


[6]
Entry from the Open Molecules 2025 dataset: a molecular structure, C20H38BrN2O4SScSi2Te in a non-equilibrium geometry (ωB97M-V with the def2-TZVPD basis set).

Element x y z (Å)
Te (-1.3157, -1.1228, 2.6334)
Br (4.0816, 6.3928, 0.2101)
Sc (-0.0728, -0.5356, -0.7381)
S (-1.5548, 1.1560, -1.9588)
Si (-1.3353, 0.2275, 5.5803)
Si (0.0201, -3.9052, 1.1623)
O (-1.1593, -0.1035, 0.9114)
O (1.4897, 0.3906, -1.8130)
O (1.5563, 0.0012, 0.3318)
O (-1.5710, -1.3310, 0.1583)
N (-1.8587, 0.3940, -4.4678)
N (0.0017, 1.7607, -4.0242)
C (3.5072, 2.5398, -1.1270)
C (4.0283, 3.8088, -0.9300)
C (-0.4599, 0.3381, 3.8525)
C (-0.3367, 1.1349, 6.8137)
C (2.2535, 4.2800, 0.6455)
C (1.1183, -5.2531, 1.7374)
C (0.6353, 1.9551, -5.3404)
C (-1.8427, 0.2235, -5.9337)
C (2.3789, 2.1359, -0.4222)
C (-1.0682, 1.0823, -3.6541)
C (-1.7523, -4.3814, 1.2790)
C (0.4968, -3.3918, -0.5876)
C (-1.3878, -1.6015, 5.9855)
C (1.7554, 3.0010, 0.4690)
C (1.8309, 0.7887, -0.6652)
C (0.3291, -2.3880, 2.3161)
C (3.3932, 4.6711, -0.0486)
C (-2.6700, 1.2687, -6.6604)
C (1.6851, 0.9021, -5.6488)
C (-3.0324, 0.8910, 5.2844)
H (-2.0850, -4.3984, 2.3216)
H (1.0031, -6.1264, 1.0897)
H (1.0838, 2.9462, -5.2962)
H (1.7674, 4.9719, 1.3188)
H (-2.2746, 2.2746, -6.5136)
H (1.1738, -2.5316, -0.5947)
H (-0.8188, 1.1403, 7.7944)
H (0.5900, -2.7224, 3.3283)
H (-2.6758, 1.0569, -7.7293)
H (-0.1874, 2.1738, 6.5103)
H (0.6407, 0.6593, 6.9213)
H (-0.3754, -3.2436, -1.2333)
H (4.9163, 4.1263, -1.4581)
H (-0.6930, 1.2993, 3.3863)
H (2.1011, 1.0681, -6.6425)
H (-2.4258, -3.7364, 0.7129)
H (-2.6905, 0.0670, -3.9974)
H (-1.5643, -2.3218, 5.1668)
H (1.2650, -0.1047, -5.6214)
H (-3.7032, 1.2626, -6.3127)
H (1.1192, -1.7145, 1.9723)
H (0.5143, 2.1270, -3.2353)
H (2.1715, -4.9616, 1.7195)
H (-3.0283, 1.9841, 5.2942)
H (3.9933, 1.8639, -1.8201)
H (0.8660, -5.5599, 2.7554)
H (-3.4582, 0.5821, 4.3247)
H (-2.2036, -1.8045, 6.6843)
H (2.5041, 0.9419, -4.9303)
H (-0.4519, -1.9188, 6.4531)
H (-3.7288, 0.5533, 6.0545)
H (-0.8117, 0.2005, -6.2740)
H (-2.2438, -0.7735, -6.1098)
H (0.6159, 0.1634, 3.8577)
H (-1.8741, -5.4015, 0.9050)
H (0.8686, 2.6943, 1.0095)
H (-0.1361, 2.0099, -6.1033)
H (1.0926, -4.1771, -1.0595)

Results
HOMO energy (hartree): -0.4978
2S+1: 1
Energy above the lowest of the compared OMol25 structures with the same formula, charge and spin (eV): 0.000
LUMO level (Ha): -0.242
Total charge: +2

Results of the natural (NBO) charge analysis, in e, for atoms 1 through 4: 1.81, 0.14, 1.68, -0.28